1.
Here is 6 unconnected molecules or ions with the total composition C42H56BrClF13INO20 from the OMol25 dataset. Energies are from ωB97M-V/def2-TZVPD.

Calculated values
* LUMO level: -2.9 eV
* net charge: +1
* HOMO-LUMO gap: 0.337 Ha

Each line ends with the Löwdin charge.
CARTESIAN COORDINATES (ANGSTROEM)
1 C -0.615 -0.687 -0.371  -0.139
2 C -1.349 0.777 -0.711  -0.562
3 Cl -0.303 1.507 -2.106  0.597
4 C -1.194 1.657 0.703  -0.143
5 C -1.636 3.247 0.454  -0.267
6 N -0.426 4.173 0.477  0.092
7 C -0.364 5.080 1.697  -0.222
8 C -0.610 6.669 1.273  -0.140
9 C 0.520 7.697 1.874  -0.064
10 C 1.159 8.741 0.783  -0.177
11 F 0.061 9.296 -0.095  -0.001
12 F 1.660 9.917 1.562  0.016
13 C 2.265 8.093 -0.238  -0.072
14 F 1.818 6.749 -0.763  0.006
15 F 2.275 8.985 -1.458  0.033
16 C 3.756 7.861 0.401  -0.085
17 F 4.319 6.640 -0.290  0.027
18 F 3.782 7.551 1.849  0.047
19 C 4.823 9.080 0.146  -0.076
20 F 4.211 10.449 0.201  0.046
21 F 5.779 9.039 1.315  0.033
22 C 5.759 8.910 -1.196  -0.086
23 F 5.019 8.538 -2.425  0.049
24 F 6.878 7.925 -0.955  0.038
25 C 6.539 10.344 -1.557  -0.141
26 F 7.598 9.978 -2.564  0.031
27 F 7.266 10.916 -0.390  0.055
28 F 5.656 11.344 -2.200  0.056
29 C -1.248 4.577 2.974  -0.607
30 Br -0.187 3.038 3.797  0.841
31 C -1.327 5.693 4.219  -0.045
32 C -0.004 5.651 5.201  -0.323
33 O -0.178 5.252 6.492  -0.009
34 O 1.379 5.957 4.807  -0.032
35 O -2.624 4.182 2.713  -0.181
36 C -2.901 3.740 1.356  -0.653
37 I -3.867 5.379 0.183  0.976
38 C -4.116 2.596 1.488  -0.171
39 C -4.639 2.034 0.040  -0.221
40 C -6.197 2.459 -0.326  -0.165
41 C -6.623 1.471 -1.607  -0.176
42 O -5.749 1.909 -2.736  -0.156
43 C -5.716 0.897 -3.803  -0.136
44 O -5.283 -0.370 -3.646  -0.048
45 H -1.322 -1.435 0.186  0.104
46 H -0.244 -1.085 -1.432  0.086
47 H 0.384 -0.442 0.230  0.064
48 H -2.466 0.659 -1.042  0.107
49 H -1.736 1.161 1.613  0.126
50 H -0.028 1.595 0.952  0.112
51 H -2.015 3.264 -0.679  0.104
52 H -0.450 4.746 -0.420  0.186
53 H 0.495 3.641 0.420  0.191
54 H 0.776 5.045 2.053  0.146
55 H -1.684 6.983 1.690  0.096
56 H -0.655 6.847 0.117  0.114
57 H -0.046 8.370 2.682  0.158
58 H 1.339 7.109 2.468  0.113
59 H -1.636 6.761 3.859  0.130
60 H -2.234 5.306 4.892  0.165
61 H 1.727 5.292 4.117  0.105
62 H -3.809 1.764 2.260  0.131
63 H -5.033 3.200 1.958  0.125
64 H -3.962 2.305 -0.876  0.079
65 H -4.652 0.843 0.116  0.135
66 H -6.965 2.243 0.531  0.127
67 H -6.238 3.571 -0.715  0.086
68 H -7.767 1.623 -1.821  0.136
69 H -6.427 0.326 -1.344  0.142
70 H -6.070 1.260 -4.883  0.170
71 C 2.588 -5.339 2.291  -0.019
72 C 2.031 -4.197 1.465  -0.335
73 C 3.079 -3.405 0.743  -0.096
74 O 2.453 -2.141 0.598  0.061
75 C 1.571 -2.026 1.637  -0.508
76 O 0.991 -0.997 1.937  0.068
77 O 1.434 -3.214 2.295  0.093
78 H 1.810 -5.759 2.937  0.085
79 H 2.979 -6.135 1.648  0.063
80 H 3.393 -4.998 2.950  0.097
81 H 1.261 -4.570 0.779  0.155
82 H 3.327 -3.830 -0.233  0.147
83 H 4.001 -3.269 1.320  0.145
84 C 3.703 -11.184 0.591  -0.009
85 C 3.146 -10.041 -0.234  -0.346
86 C 4.194 -9.249 -0.956  -0.106
87 O 3.568 -7.985 -1.101  0.068
88 C 2.686 -7.870 -0.063  -0.476
89 O 2.106 -6.841 0.238  0.094
90 O 2.549 -9.059 0.596  0.107
91 H 2.925 -11.603 1.238  0.095
92 H 4.094 -11.979 -0.051  0.094
93 H 4.508 -10.842 1.251  0.090
94 H 2.376 -10.414 -0.920  0.133
95 H 4.442 -9.674 -1.932  0.144
96 H 5.116 -9.113 -0.379  0.143
97 C -3.137 3.164 -7.418  -0.013
98 C -2.984 3.777 -6.041  -0.346
99 C -1.591 4.237 -5.734  -0.105
100 O -1.556 4.166 -4.319  0.058
101 C -2.451 3.198 -3.958  -0.506
102 O -2.554 2.738 -2.834  -0.004
103 O -3.209 2.811 -5.026  0.084
104 H -4.115 2.680 -7.514  0.090
105 H -3.042 3.924 -8.199  0.096
106 H -2.385 2.387 -7.593  0.094
107 H -3.716 4.583 -5.904  0.165
108 H -1.401 5.257 -6.077  0.148
109 H -0.813 3.574 -6.132  0.147
110 C -1.529 -2.918 6.726  -0.021
111 C -0.855 -3.820 5.712  -0.355
112 C -1.297 -5.251 5.787  -0.113
113 O -0.176 -5.939 5.259  0.065
114 C 0.915 -5.156 5.518  -0.506
115 O 2.071 -5.514 5.371  0.128
116 O 0.536 -3.924 5.969  0.089
117 H -1.037 -1.940 6.754  0.088
118 H -2.587 -2.774 6.483  0.090
119 H -1.457 -3.333 7.737  0.091
120 H -0.980 -3.410 4.703  0.159
121 H -2.190 -5.446 5.188  0.144
122 H -1.468 -5.604 6.810  0.143
123 C -0.446 -12.076 -5.623  -0.018
124 C -0.293 -11.463 -4.246  -0.350
125 C 1.100 -11.003 -3.939  -0.108
126 O 1.135 -11.074 -2.524  0.025
127 C 0.240 -12.042 -2.163  -0.498
128 O 0.137 -12.502 -1.039  0.144
129 O -0.518 -12.429 -3.232  0.095
130 H -1.424 -12.560 -5.719  0.092
131 H -0.351 -11.316 -6.405  0.093
132 H 0.306 -12.852 -5.798  0.092
133 H -1.025 -10.657 -4.109  0.164
134 H 1.290 -9.982 -4.283  0.146
135 H 1.878 -11.665 -4.337  0.144

=====

2.
Here is 2 unconnected molecules or ions with the total composition C3H7N3O from the OMol25 dataset. Energies are from ωB97M-V/def2-TZVPD.

Calculated values
* LUMO level: 1.0 eV
* energy relative to the best compared isomer or geometry (same formula, charge and spin): 253.0 kJ/mol
* net charge: 0
* HOMO-LUMO gap: 0.355 Ha

Each line ends with the Löwdin charge.
CARTESIAN COORDINATES (ANGSTROEM)
1 C -1.805 -0.853 -0.764  -0.116
2 N -1.862 -0.168 0.506  0.047
3 C -1.024 -0.009 1.359  -0.311
4 N -0.268 0.298 2.303  0.096
5 C 1.199 0.458 -0.316  -0.247
6 O 1.950 0.806 0.722  -0.020
7 N 1.897 0.642 -1.437  0.071
8 H -1.952 -1.930 -0.630  0.080
9 H -0.824 -0.673 -1.217  0.036
10 H -2.603 -0.473 -1.407  0.071
11 H 1.368 0.699 1.509  0.034
12 H -0.372 -0.266 3.139  0.076
13 H 1.452 0.455 -2.320  0.081
14 H 2.842 1.014 -1.447  0.100

=====

3.
Here is 10 unconnected molecules or ions with the total composition C4H30NO10 from the OMol25 dataset. Energies are from ωB97M-V/def2-TZVPD.

Calculated values
* LUMO level: -2.4 eV
* energy relative to the best compared isomer or geometry (same formula, charge and spin): 185.3 kJ/mol
* net charge: +1
* HOMO-LUMO gap: 0.411 Ha

Each line ends with the Löwdin charge.
CARTESIAN COORDINATES (ANGSTROEM)
1 C 0.492 0.011 -4.092  -0.023
2 C 0.821 0.507 -2.684  -0.261
3 C 2.280 0.975 -2.509  -0.392
4 C 3.336 0.032 -2.992  -0.014
5 O 2.481 1.228 -1.139  -0.036
6 N 0.665 -0.660 -1.735  0.211
7 H 0.258 -1.057 -4.063  0.092
8 H -0.285 0.572 -4.601  0.089
9 H 1.340 0.017 -4.772  0.075
10 H 0.074 1.233 -2.372  0.146
11 H 2.232 1.965 -2.982  0.163
12 H 4.267 0.536 -3.220  0.098
13 H 3.459 -0.769 -2.264  0.092
14 H 3.068 -0.568 -3.867  0.082
15 H 2.310 2.016 -0.616  0.099
16 H -0.270 -1.066 -1.624  0.145
17 H 1.342 -1.394 -1.906  0.155
18 H 0.834 -0.230 -0.821  0.121
19 H -4.386 -1.520 2.177  0.075
20 H -3.556 -0.327 2.615  0.030
21 O -3.799 -0.837 1.830  -0.049
22 H -1.232 -1.591 2.357  0.028
23 H -0.796 -2.834 3.371  0.081
24 O -0.553 -2.119 2.783  -0.039
25 H -0.719 2.082 0.804  0.012
26 H -2.126 2.361 0.364  0.042
27 O -1.251 2.176 0.003  -0.054
28 H 0.963 -1.419 0.812  -0.020
29 H 2.019 -2.182 1.578  0.053
30 O 1.918 -1.549 0.855  -0.052
31 H -3.822 -1.830 -1.281  0.069
32 H -3.390 -1.424 0.200  0.006
33 O -3.156 -1.928 -0.598  -0.058
34 H 2.776 2.472 2.070  0.052
35 H 1.630 1.590 2.395  0.037
36 O 1.822 2.414 1.931  -0.052
37 H -1.392 3.896 3.190  0.046
38 H -0.597 3.218 4.444  0.044
39 O -1.024 3.109 3.594  -0.050
40 H -2.083 0.832 4.397  0.041
41 H -1.112 -0.212 3.644  0.018
42 O -1.997 -0.005 3.942  -0.045
43 H -1.671 -2.601 -0.172  0.020
44 H -0.429 -2.737 0.896  0.015
45 O -0.741 -2.380 0.057  -0.093

=====

4.
Here is 8 unconnected molecules or ions with the total composition C48H120N8O16 from the OMol25 dataset. Energies are from ωB97M-V/def2-TZVPD.

Calculated values
* LUMO level (spin up / spin down): -2.0 / -6.9 eV
* energy relative to the best compared isomer or geometry (same formula, charge and spin): 22.6 kJ/mol
* net charge: +1
* spin multiplicity: 2
* HOMO-LUMO gap (spin up / spin down): 0.280 / 0.100 Ha

Each line ends with the Löwdin spin population.
CARTESIAN COORDINATES (ANGSTROEM)
1 C -21.776 -15.747 13.447  0.000
2 O -21.655 -14.500 12.706  0.000
3 C -22.342 -13.365 13.263  0.000
4 C -23.839 -13.671 13.278  0.000
5 N -24.569 -12.593 13.952  0.000
6 C -25.932 -12.949 14.408  0.000
7 C -26.602 -11.760 15.206  0.000
8 O -28.016 -11.909 15.326  0.000
9 C -28.619 -11.021 16.224  0.000
10 H -20.940 -16.367 13.121  0.000
11 H -22.653 -16.336 13.178  0.000
12 H -21.752 -15.460 14.498  0.000
13 H -22.046 -12.495 12.677  0.000
14 H -21.948 -13.305 14.278  0.000
15 H -23.914 -14.604 13.837  0.000
16 H -24.143 -13.680 12.231  0.000
17 H -24.403 -11.712 13.486  0.000
18 H -25.917 -13.891 14.958  0.000
19 H -26.600 -13.066 13.555  0.000
20 H -26.468 -10.860 14.606  0.000
21 H -26.066 -11.598 16.142  0.000
22 H -28.572 -10.018 15.799  0.000
23 H -28.117 -10.974 17.191  0.000
24 H -29.681 -11.201 16.390  0.000
25 C -17.505 -17.891 10.799  0.000
26 O -16.684 -17.337 11.811  0.000
27 C -17.137 -17.730 13.063  0.000
28 C -16.276 -17.101 14.186  0.000
29 N -16.216 -15.612 14.053  0.000
30 C -15.325 -14.942 15.050  0.000
31 C -16.063 -14.824 16.390  0.000
32 O -15.289 -14.061 17.300  0.000
33 C -15.893 -13.724 18.487  0.000
34 H -17.258 -18.948 10.699  0.000
35 H -17.245 -17.443 9.840  0.000
36 H -18.590 -17.845 10.888  0.000
37 H -17.085 -18.818 13.103  0.000
38 H -18.128 -17.293 13.188  0.000
39 H -15.294 -17.559 14.069  0.000
40 H -16.597 -17.428 15.176  0.000
41 H -15.978 -15.426 13.089  0.000
42 H -15.059 -13.947 14.693  0.000
43 H -14.412 -15.501 15.257  0.000
44 H -16.259 -15.808 16.816  0.000
45 H -17.024 -14.343 16.210  0.000
46 H -16.798 -13.144 18.310  0.000
47 H -15.165 -13.157 19.068  0.000
48 H -16.144 -14.623 19.050  0.000
49 C -19.350 -14.554 18.626  0.000
50 O -19.179 -15.870 17.953  0.000
51 C -20.307 -16.150 17.075  0.000
52 C -20.089 -17.519 16.417  0.000
53 N -19.563 -18.506 17.360  0.000
54 C -20.644 -18.931 18.245  0.000
55 C -20.161 -19.522 19.556  0.000
56 O -19.198 -18.648 20.125  0.000
57 C -19.788 -17.586 20.904  0.000
58 H -20.321 -14.477 19.116  0.000
59 H -19.248 -13.750 17.898  0.000
60 H -18.681 -14.412 19.475  0.000
61 H -20.412 -15.365 16.327  0.000
62 H -21.123 -16.108 17.797  0.000
63 H -19.324 -17.413 15.648  0.000
64 H -20.990 -17.842 15.894  0.000
65 H -18.798 -18.129 17.902  0.000
66 H -21.335 -19.666 17.833  0.000
67 H -21.389 -18.188 18.528  0.000
68 H -19.672 -20.468 19.324  0.000
69 H -20.973 -19.734 20.253  0.000
70 H -19.017 -16.831 21.058  0.000
71 H -20.096 -17.990 21.869  0.000
72 H -20.604 -17.107 20.364  0.000
73 C -22.598 -20.227 23.267  0.000
74 O -21.607 -21.138 23.797  0.000
75 C -20.586 -20.396 24.532  0.000
76 C -19.338 -21.327 24.802  0.000
77 N -18.774 -21.905 23.547  0.000
78 C -18.439 -20.853 22.581  0.000
79 C -17.576 -21.460 21.504  0.000
80 O -18.382 -22.288 20.655  0.000
81 C -17.708 -22.887 19.504  0.000
82 H -22.159 -19.558 22.526  0.000
83 H -23.011 -19.532 23.998  0.000
84 H -23.439 -20.810 22.893  0.000
85 H -20.965 -20.089 25.507  0.000
86 H -20.278 -19.497 23.998  0.000
87 H -19.571 -22.188 25.428  0.000
88 H -18.564 -20.703 25.250  0.000
89 H -19.585 -22.355 23.147  0.000
90 H -17.881 -20.016 23.000  0.000
91 H -19.314 -20.386 22.127  0.000
92 H -16.652 -21.862 21.920  0.000
93 H -17.256 -20.615 20.894  0.000
94 H -16.712 -23.290 19.687  0.000
95 H -17.535 -22.057 18.819  0.000
96 H -18.227 -23.738 19.062  0.000
97 C -24.658 -20.364 18.154  0.000
98 O -24.442 -19.337 19.110  0.000
99 C -25.381 -19.352 20.232  0.000
100 C -25.800 -17.852 20.654  0.000
101 N -24.676 -17.133 21.256  0.001
102 C -25.159 -15.815 21.655  0.000
103 C -24.034 -14.890 22.171  0.000
104 O -22.924 -14.788 21.248  0.007
105 C -22.030 -13.834 21.651  0.001
106 H -24.891 -21.297 18.668  0.000
107 H -23.743 -20.505 17.580  0.000
108 H -25.528 -20.229 17.512  0.000
109 H -24.884 -19.857 21.060  0.000
110 H -26.318 -19.799 19.902  0.000
111 H -26.656 -17.855 21.329  0.000
112 H -26.200 -17.318 19.792  0.000
113 H -23.883 -17.096 20.633  0.000
114 H -25.935 -15.847 22.420  0.000
115 H -25.570 -15.319 20.776  0.000
116 H -23.732 -15.257 23.151  0.000
117 H -24.539 -13.932 22.295  0.000
118 H -22.533 -12.868 21.611  0.000
119 H -21.279 -13.835 20.861  0.000
120 H -21.545 -13.839 22.627  0.000
121 C -20.334 -9.950 23.067  0.000
122 O -19.967 -10.774 21.925  0.000
123 C -18.661 -10.421 21.448  0.000
124 C -18.221 -11.411 20.393  0.000
125 N -18.679 -11.046 19.011  0.000
126 C -20.099 -11.038 18.841  0.000
127 C -20.479 -10.929 17.382  0.000
128 O -21.902 -10.647 17.256  0.000
129 C -22.236 -10.475 15.896  0.000
130 H -19.657 -10.196 23.885  0.000
131 H -21.378 -10.166 23.297  0.000
132 H -20.243 -8.885 22.853  0.000
133 H -17.955 -10.588 22.261  0.000
134 H -18.641 -9.380 21.123  0.000
135 H -18.476 -12.451 20.597  0.000
136 H -17.131 -11.424 20.376  0.000
137 H -18.387 -10.123 18.723  0.000
138 H -20.499 -10.184 19.387  0.000
139 H -20.638 -11.894 19.249  0.000
140 H -20.136 -11.886 16.989  0.000
141 H -19.969 -10.103 16.888  0.000
142 H -21.796 -9.542 15.545  0.000
143 H -23.315 -10.522 15.753  0.000
144 H -21.783 -11.244 15.269  0.000
145 C -18.072 -21.843 13.607  0.000
146 O -18.059 -21.920 15.014  0.000
147 C -17.527 -20.776 15.699  0.000
148 C -15.939 -20.883 15.765  0.000
149 N -15.295 -19.828 16.563  0.000
150 C -15.634 -19.785 17.962  0.000
151 C -14.682 -18.758 18.616  0.000
152 O -14.947 -18.728 20.006  0.000
153 C -15.919 -17.829 20.484  0.000
154 H -18.792 -21.148 13.174  0.000
155 H -18.347 -22.802 13.168  0.000
156 H -17.101 -21.554 13.206  0.000
157 H -17.875 -20.877 16.728  0.000
158 H -17.989 -19.848 15.361  0.000
159 H -15.512 -20.680 14.783  0.000
160 H -15.628 -21.836 16.194  0.000
161 H -14.314 -19.732 16.344  0.000
162 H -15.396 -20.784 18.328  0.000
163 H -16.699 -19.585 18.073  0.000
164 H -14.640 -17.759 18.183  0.000
165 H -13.657 -19.129 18.610  0.000
166 H -16.853 -17.862 19.923  0.000
167 H -15.439 -16.858 20.597  0.000
168 H -16.206 -18.273 21.438  0.000
169 C -24.049 -10.083 21.469  0.011
170 O -25.427 -10.069 21.154  0.027
171 C -25.777 -11.297 20.406  0.024
172 C -25.177 -11.431 18.996  0.058
173 N -23.803 -11.976 18.899  0.573
174 C -23.752 -13.442 18.842  0.074
175 C -24.064 -13.976 17.407  0.070
176 O -23.730 -15.343 17.165  0.062
177 C -24.157 -16.224 18.108  0.007
178 H -23.379 -10.085 20.609  0.006
179 H -23.815 -10.958 22.075  0.000
180 H -23.872 -9.177 22.049  0.002
181 H -26.847 -11.342 20.202  0.000
182 H -25.610 -12.207 20.983  0.000
183 H -25.180 -10.420 18.587  0.000
184 H -25.864 -11.965 18.340  0.025
185 H -23.228 -11.502 18.217  0.016
186 H -24.375 -13.977 19.559  0.002
187 H -22.766 -13.857 19.047  0.015
188 H -23.577 -13.418 16.608  0.000
189 H -25.143 -13.849 17.309  0.008
190 H -23.540 -16.042 18.988  0.004
191 H -23.893 -17.209 17.723  0.001
192 H -25.194 -16.162 18.438  0.001